Entry 1:
{
  "formula": "C3H10OS2",
  "method": "wB97M-V/def2-TZVPD",
  "species": ["H", "H", "O", "H", "C", "S", "C", "H", "H", "H", "H", "H", "S", "H", "H", "C"],
  "xyz": [[0.9857, 1.3873, -0.8019], [-2.8177, -1.2960, -1.0244], [-0.5891, -1.9294, 0.6749], [1.8318, 0.5806, 2.0547], [1.3385, 0.4603, 1.0776], [-1.6885, 0.6501, -0.4601], [-2.1401, -0.6703, -1.6004], [0.9571, 2.5714, 0.4994], [-0.7095, -0.9945, 0.9757], [0.2948, -2.1528, 1.0518], [0.2400, 0.3170, 1.2372], [2.5289, 1.8701, -0.0457], [2.2695, -0.9460, 0.5734], [-1.3072, -1.3115, -1.9143], [-2.6834, -0.1857, -2.4445], [1.4893, 1.6495, 0.1467]],
  "forces_ev_per_angstrom": [[0.5, 0.2, 0.3], [-0.2, -0.2, -0.4], [0.9, 0.4, 0.8], [-0.7, 0.4, 0.4], [1.2, 0.3, -0.5], [0.5, 0.2, 0.0], [-0.6, 0.0, 0.7], [0.5, -0.8, 0.0], [-0.4, -1.2, -0.4], [-0.9, 0.0, -0.4], [0.0, -0.1, 0.1], [0.3, 0.1, 0.0], [-0.7, 0.1, -0.2], [0.0, 0.5, -0.2], [0.6, -0.4, 0.4], [-1.0, 0.6, -0.5]],
  "max_force_ha_per_bohr": 0.0257,
  "spin_multiplicity": 1,
  "e_tot_ha": -991.7208,
  "e_lumo_ev": -4.2,
  "homo_lumo_gap_ev": 3.91
}

=====

Entry 2:
{
  "formula": "C2H2Cl3F",
  "method": "wB97M-V/def2-TZVPD",
  "species": ["Cl", "F", "Cl", "H", "H", "Cl", "C", "C"],
  "xyz": [[-0.9398, 1.1504, -1.5526], [1.5459, 0.7281, -0.3317], [1.0963, -1.1733, 1.4552], [0.3758, 1.2365, 1.2503], [-0.2151, -1.1068, -1.2728], [-1.8594, -0.9410, 0.3731], [0.5746, 0.3650, 0.5120], [-0.5783, -0.2590, -0.4335]],
  "forces_ev_per_angstrom": [[-0.6, -0.4, 0.4], [0.6, 0.1, 0.3], [0.1, 1.4, -0.3], [-0.2, -1.8, -1.3], [-0.2, 2.4, 2.8], [-2.0, -0.4, 1.1], [-0.8, -1.9, 0.1], [3.0, 0.4, -3.0]],
  "max_force_ha_per_bohr": 0.0841,
  "smiles": "F[C@H](Cl)C(Cl)Cl",
  "spin_multiplicity": 1,
  "e_tot_ha": -1557.8094,
  "e_lumo_ev": 0.8,
  "homo_lumo_gap_ev": 11.84
}

=====

Entry 3:
{
  "formula": "C5H13NOS",
  "method": "wB97M-V/def2-TZVPD",
  "species": ["C", "H", "C", "C", "S", "O", "H", "H", "H", "H", "H", "C", "H", "C", "H", "N", "H", "H", "H", "H", "H"],
  "xyz": [[0.5762, 0.4533, -1.2542], [2.2812, 1.5898, -0.9995], [-1.3077, -1.5609, 0.1115], [-0.1237, -0.9341, 0.8016], [0.6292, 0.9809, 2.7036], [-2.0507, -0.7125, -0.9664], [0.3956, -1.7647, 1.3952], [1.8133, -0.8873, -0.3390], [-2.3663, -1.1407, -1.7924], [-0.5537, 0.3061, -1.5409], [-1.3069, 0.7037, 1.1842], [-0.6656, 0.1657, 1.7998], [1.1906, 2.2344, -2.1685], [1.2025, 1.8234, -1.2134], [-0.9647, -0.2403, 2.6958], [1.0492, -0.2598, 0.0271], [-2.0414, -1.6513, 0.8551], [0.9271, -0.3435, -2.1382], [0.6977, 2.5938, -0.5402], [1.6736, 1.1441, 1.7848], [-1.0555, -2.5000, -0.4060]],
  "forces_ev_per_angstrom": [[-0.9, -3.4, -1.5], [-0.9, 1.0, 0.3], [-0.4, 0.2, -3.8], [3.0, 0.8, 0.7], [1.9, 1.4, -0.3], [0.5, -0.4, 1.2], [-0.9, 1.0, -0.7], [-1.5, 0.3, 1.2], [0.7, -0.4, 1.3], [2.2, 1.1, 1.6], [-1.4, 1.7, -0.3], [3.4, -1.4, -1.9], [0.0, 1.0, -1.9], [0.5, -0.5, 0.9], [-2.5, -1.5, 1.3], [-2.0, -1.2, -1.4], [-1.1, -0.7, 1.0], [0.0, 2.6, 1.6], [0.9, -1.4, -0.4], [-1.3, -0.2, 0.6], [-0.1, 0.2, 0.5]],
  "max_force_ha_per_bohr": 0.0808,
  "smiles": "CCN[C@H](CO)CS",
  "spin_multiplicity": 1,
  "e_tot_ha": -726.3647,
  "e_lumo_ev": 0.6,
  "homo_lumo_gap_ev": 9.25
}